This record from the OMol25 dataset describes a 2-piece molecular cluster, CH2BrN3 overall in a non-equilibrium geometry. The level of theory is ωB97M-V/def2-TZVPD.

The HOMO energy (spin up / spin down) comes out at -9.0 / -10.7 eV. For the energy above the lowest of the compared OMol25 structures with the same formula, charge and spin, the calculation gives 0.000 eV. The expectation value of S² is 2.015. The HOMO-LUMO gap (spin up / spin down) comes out at 9.52 / 7.23 eV.

The geometry in ORCA input format:
```
! RIJCOSX wB97M-V def2-TZVPD def2/J DEFGRID3
* xyz 0 3
H -0.79 0.77 -1.15
C -0.39 -0.04 1.27
N -0.73 0.30 2.32
Br 2.53 0.45 0.21
N -0.02 -0.58 0.15
N -0.47 -0.19 -1.00
H -0.13 -0.70 -1.80
*
```

=====

This record from the OMol25 dataset describes C22H23N5O2SeSn as an isolated structure in a non-equilibrium geometry. The level of theory is ωB97M-V/def2-TZVPD.

The HOMO energy (spin up / spin down) comes out at -19.8 / -19.9 eV. The HOMO-LUMO gap (spin up / spin down) comes out at 4.72 / 4.05 eV.

The geometry in ORCA input format:
```
! RIJCOSX wB97M-V def2-TZVPD def2/J DEFGRID3
* xyz 4 1
H 4.85 -2.15 -2.73
C -0.93 0.79 2.07
C -0.69 1.40 -4.18
C -0.51 -0.13 4.12
H -4.35 -2.61 -2.23
H 2.43 0.03 -4.56
H -1.42 -1.95 -4.34
H -4.93 -1.47 -0.94
C 0.36 0.93 3.95
C -2.31 -1.21 2.74
N 2.11 -1.27 -1.64
H -3.09 -1.10 3.51
C 0.71 1.33 -4.30
H -1.91 -2.23 2.80
H 1.07 -2.08 -4.56
C 0.41 3.45 -1.21
C 0.40 -0.54 6.27
H -0.57 5.26 -1.29
H 1.95 2.17 4.72
H 4.83 -2.72 -1.00
Sn 0.11 0.04 -1.30
N -1.26 -0.23 2.93
C -0.54 -0.92 5.26
H -2.55 0.28 -4.13
Se -1.79 1.25 0.49
C 0.23 -1.83 0.47
C 1.28 0.54 6.10
C -4.16 -2.22 -1.21
H 0.41 -1.11 7.22
H -2.77 -1.06 1.76
H 1.31 2.25 -4.35
C 0.46 4.87 -1.21
C 0.58 -1.10 -4.43
C 1.35 0.08 -4.43
C 4.25 -2.66 -1.94
N 0.41 2.30 -1.33
C 1.87 0.70 0.48
H 1.99 0.80 6.92
N -1.84 -1.15 -1.35
H 0.94 5.20 -0.28
O 0.28 -2.75 1.15
C 3.08 -1.89 -1.71
H -1.19 2.37 -4.12
H 3.95 -3.67 -2.28
C -0.83 -1.03 -4.30
C -1.46 0.21 -4.18
C 1.29 1.32 4.91
C -2.88 -1.61 -1.21
H 0.58 2.25 2.31
N 0.10 1.43 2.69
O 2.74 1.02 1.14
H -1.24 -1.73 5.34
H 1.05 5.17 -2.09
H -4.15 -3.05 -0.49
*
```

=====

This record from the OMol25 dataset describes C4H7NO3 as an isolated structure in a non-equilibrium geometry. The level of theory is ωB97M-V/def2-TZVPD.

The HOMO energy comes out at -9.8 eV. For the energy above the lowest of the compared OMol25 structures with the same formula, charge and spin, the calculation gives 3.550 eV. The HOMO-LUMO gap comes out at 10.11 eV.

The geometry in ORCA input format:
```
! RIJCOSX wB97M-V def2-TZVPD def2/J DEFGRID3
* xyz 0 1
H -1.18 0.88 -0.84
H 0.34 1.67 1.42
H 0.75 0.29 2.26
H 0.56 -1.08 0.61
C -2.05 -0.77 0.02
O 1.56 1.62 -0.91
C 0.36 -0.06 0.28
H 1.88 -0.38 -1.46
H -1.88 -1.71 0.58
O -3.18 -0.40 -0.09
C -0.84 -0.14 -0.64
H -0.67 -0.65 -1.59
N 0.18 0.67 1.52
C 1.58 0.50 -0.50
O 2.60 -0.42 -0.67
*
```

=====

This record from the OMol25 dataset describes a 6-piece molecular cluster, C11H21N5O10 overall in a non-equilibrium geometry. The level of theory is ωB97M-V/def2-TZVPD.

The HOMO energy comes out at -9.2 eV. The structure (SMILES) is C[N+](=O)[O-].C[N+](=O)[O-].C[N+](=O)[O-].C[N+](=O)[O-].C[N+](=O)[O-].c1ccccc1. The HOMO-LUMO gap comes out at 9.26 eV.

The geometry in ORCA input format:
```
! RIJCOSX wB97M-V def2-TZVPD def2/J DEFGRID3
* xyz 0 1
C 5.35 -0.95 6.34
H -6.62 6.06 -1.16
H -4.68 -0.59 2.55
O -5.50 4.29 -2.36
N 1.75 0.64 -0.39
H 2.42 2.56 -0.40
N -3.47 -0.44 4.43
O 7.17 5.49 -0.78
H 0.86 2.45 -0.96
C -4.60 -4.79 -5.76
O -4.05 -0.58 5.52
H -3.11 -7.75 -6.58
N -5.36 4.34 -1.13
H 1.93 1.87 -2.13
H 9.43 3.88 1.05
O 2.77 0.25 0.18
N 7.82 4.55 -0.34
H 6.01 -1.48 5.66
C -3.85 -4.45 -4.62
O 7.09 0.53 6.49
H 9.43 5.60 0.74
H 5.13 -1.62 7.17
H -5.49 5.95 0.28
H -1.67 -7.06 -4.70
H -4.85 -6.30 -7.33
O -2.43 0.22 4.35
O 7.76 3.48 -0.89
H -3.27 -1.65 2.67
H 4.38 -0.79 5.88
H -5.46 -4.23 -6.07
H -2.28 -5.04 -3.36
C -6.09 5.42 -0.46
H 8.13 4.98 1.70
C -2.82 -5.28 -4.26
O 5.20 0.89 7.60
O -4.54 3.67 -0.59
C -4.09 -1.21 3.23
C -2.48 -6.42 -5.02
N 5.96 0.29 6.86
C -4.24 -5.92 -6.53
H -6.82 4.96 0.21
H -4.14 -3.64 -3.97
C -3.25 -6.78 -6.12
O 0.67 -0.01 -0.35
H -4.71 -2.05 3.56
C 8.78 4.73 0.86
C 1.81 1.92 -1.05
*
```

=====

This record from the OMol25 dataset describes a 3-piece molecular cluster, C2H8N4O overall in a non-equilibrium geometry. The level of theory is ωB97M-V/def2-TZVPD.

The HOMO energy (spin up / spin down) comes out at -18.2 / -18.6 eV. For the energy above the lowest of the compared OMol25 structures with the same formula, charge and spin, the calculation gives 0.962 eV. The expectation value of S² is 2.013. The HOMO-LUMO gap (spin up / spin down) comes out at 10.38 / 7.36 eV.

The geometry in ORCA input format:
```
! RIJCOSX wB97M-V def2-TZVPD def2/J DEFGRID3
* xyz 2 3
H 8.43 -1.95 -0.53
N -8.53 0.81 0.37
O 9.99 1.62 -0.24
H 10.10 -1.15 1.66
N -7.80 0.08 0.99
H -8.40 -0.27 -1.22
C -8.52 0.74 -0.99
H -7.75 1.39 -1.49
H -9.34 1.23 0.82
C 10.08 0.70 0.44
H -9.36 1.17 -1.35
H 9.89 -2.33 -0.66
N 9.27 -1.55 -0.79
H -8.16 -0.12 1.95
N 10.09 -0.38 1.03
*
```

=====

This record from the OMol25 dataset describes C34H29BN3O4Pb as an isolated structure in a non-equilibrium geometry. The level of theory is ωB97M-V/def2-TZVPD.

The HOMO energy (spin up / spin down) comes out at -2.4 / -2.4 eV. For the energy above the lowest of the compared OMol25 structures with the same formula, charge and spin, the calculation gives 0.221 eV. The HOMO-LUMO gap (spin up / spin down) comes out at 4.50 / 4.57 eV.

The geometry in ORCA input format:
```
! RIJCOSX wB97M-V def2-TZVPD def2/J DEFGRID3
* xyz -1 1
C 4.98 -1.23 -2.32
C -3.95 2.54 -2.17
H 6.77 -1.36 -0.10
C 6.47 -0.88 -2.27
C 4.11 -0.51 -1.49
H -3.82 0.07 -3.52
H -4.24 2.67 1.64
H -1.59 -3.48 -1.38
H -2.55 5.76 4.68
C 2.22 -1.66 -2.47
C -2.51 -3.51 -0.84
H 5.12 -2.61 -3.91
C -1.97 4.81 4.82
C 0.09 1.30 5.23
C -1.31 2.72 3.87
H -5.51 4.34 0.34
C -3.34 -4.61 -1.01
C 4.42 -2.10 -3.28
C -4.06 -2.55 0.74
N -2.42 1.18 0.89
H 6.82 -2.75 -1.22
H 6.53 0.96 -1.11
C 7.13 -1.29 -3.58
N -2.24 1.92 1.94
C -0.67 0.37 3.15
C 3.06 -2.37 -3.36
C 6.77 0.62 -2.12
H 7.00 -2.36 -3.80
H 6.74 -0.66 -4.41
C -4.94 -3.61 0.55
H -4.41 -1.75 1.39
C -3.42 1.55 -1.31
H -3.96 2.39 -3.24
H -0.43 3.03 7.20
O 0.85 -1.62 -2.36
H 0.46 1.19 6.27
C 0.15 0.25 4.31
C -0.72 3.37 6.17
C -4.77 3.55 -1.64
H -5.50 4.07 -2.29
N -6.15 -6.69 -0.46
H 6.13 1.12 -2.86
H 7.84 0.89 -2.39
O 1.73 -0.44 -0.61
Pb -1.36 -0.78 0.18
C -2.72 0.12 -3.20
H -2.24 4.35 2.74
H -3.20 -5.42 -1.73
H 8.26 -1.58 -1.13
H -2.15 0.75 -3.90
C -1.38 1.64 2.90
H 8.20 -1.01 -3.55
B 0.53 -1.05 -1.14
H 4.50 0.15 -0.73
C -4.23 2.68 0.58
O -0.76 -0.63 2.33
C -1.91 3.98 3.70
C -2.83 -2.52 0.03
C -5.48 -5.76 -0.41
C -0.65 2.47 5.05
H 2.73 -3.09 -4.07
C 2.77 -0.85 -1.51
H -5.83 -3.69 1.20
C -1.47 4.53 6.07
C 7.12 -1.70 -1.08
H -2.35 -0.91 -3.19
H -1.64 5.14 6.92
C -4.93 3.59 -0.22
H 0.80 -0.64 4.52
O -2.65 0.47 -1.80
C -3.39 1.74 0.06
C -4.61 -4.64 -0.33
*
```

=====

no.,DFT total energy (Eh)
1,-2777.454357
2,-3890.503812
3,-437.012919
4,-1457.364795
5,-374.385422
6,-1995.877840